No. 1
Molecular formula: C8H16NO
Method: DFT, ωB97M-V/def2-TZVPD

- Charge: +1
- Lowest unoccupied orbital energy: -3.05 eV
- Spin multiplicity: 1
- ΔE to the lowest compared entry with this formula, charge and spin: 3.109 eV
- Gap between HOMO and LUMO: 10.617 eV
- Max |F|: 4.91 eV/A
- Energy: -12083.780 eV
- SMILES: C[NH+](C)[C@@]12CCCC[C@@H]1O2

Bonds (Å) are listed after each position.
Element x y z (Å)
1 C -2.254 -0.404 0.624  C2 1.541, C3 1.562, H11 1.148, H12 1.056
2 C -1.513 -1.382 -0.308  C1 1.541, C4 1.511, H13 1.087, H14 1.083
3 C -2.331 1.078 0.136  C1 1.562, C5 1.501, H15 1.098, H16 1.070
4 C -0.358 -0.806 -1.093  C2 1.511, C6 1.528, H17 1.129, H18 1.097
5 C -0.924 1.579 0.290  C3 1.501, C6 1.692, O10 1.419, H19 1.059
6 C 0.143 0.457 -0.394  C4 1.528, C5 1.692, N9 1.464, O10 1.374
7 C 1.799 -0.701 1.124  N9 1.486, H20 1.101, H21 1.177, H22 1.074
8 C 2.538 0.606 -0.844  N9 1.530, H23 1.036, H24 1.090, H25 1.053
9 N 1.465 0.440 0.233  C6 1.464, C7 1.486, C8 1.530, H26 1.061
10 O -0.139 1.710 -0.885  C5 1.419, C6 1.374
11 H -3.258 -0.921 0.831  C1 1.148
12 H -1.709 -0.376 1.528  C1 1.056
13 H -1.087 -2.194 0.276  C2 1.087
14 H -2.147 -1.909 -1.011  C2 1.083
15 H -2.602 1.093 -0.928  C3 1.098
16 H -2.993 1.591 0.802  C3 1.070
17 H 0.448 -1.593 -1.170  C4 1.129
18 H -0.729 -0.576 -2.100  C4 1.097
19 H -0.411 2.128 1.035  C5 1.059
20 H 1.511 -1.731 0.862  C7 1.101
21 H 2.971 -0.784 1.196  C7 1.177
22 H 1.765 -0.473 2.173  C7 1.074
23 H 2.256 1.388 -1.462  C8 1.036
24 H 3.479 0.741 -0.312  C8 1.090
25 H 2.471 -0.241 -1.467  C8 1.053
26 H 1.612 1.281 0.864  N9 1.061

natural (NBO) atomic charge list, values in e, 5 entries: number 1, C, carries -0.38; number 2, C, carries -0.40; number 3, C, carries -0.46; number 4, C, carries -0.47; number 5, C, carries 0.13

***

No. 2
Molecular formula: C8H16NO2S
Method: DFT, ωB97M-V/def2-TZVPD

- Charge: +1
- Lowest unoccupied orbital energy (spin up / spin down): -7.21 / -7.21 eV
- Spin multiplicity: 1
- ΔE to the lowest compared entry with this formula, charge and spin: 5.766 eV
- Gap between HOMO and LUMO (spin up / spin down): 6.443 / 6.447 eV
- Max |F|: 4.47 eV/A
- Energy: -24963.362 eV

Bonds (Å) are listed after each position.
Element x y z (Å)
1 C -1.843 -2.318 -0.424  N9 1.228, H13 1.119, H14 1.036
2 C 3.202 0.548 -1.316  C3 1.471, C4 1.443, H15 1.163, H16 1.083
3 C 3.801 0.512 0.028  C2 1.471, C4 1.454, H17 1.068, H18 1.036
4 C 2.358 0.549 -0.146  C2 1.443, C3 1.454, C5 1.436, S12 1.856
5 C 1.522 1.601 0.360  C4 1.436, H19 1.115, H20 1.124, H21 1.212
6 C -2.102 0.553 1.271  C8 1.543, H22 1.158, H23 1.076, H24 1.203
7 C -3.593 -0.288 -0.734  C8 1.548, H25 1.161, H26 1.182, H27 1.059
8 C -2.181 -0.014 -0.163  C6 1.543, C7 1.548, N9 1.444, H28 1.117
9 N -1.375 -1.211 -0.170  C1 1.228, C8 1.444
10 O 2.128 -2.180 -0.129  S12 1.430
11 O 1.390 -0.998 1.906  S12 1.434
12 S 1.575 -1.012 0.484  C4 1.856, O10 1.430, O11 1.434
13 H -1.150 -3.196 -0.467  C1 1.119
14 H -2.837 -2.525 -0.630  C1 1.036
15 H 3.454 1.513 -1.915  C2 1.163
16 H 3.147 -0.303 -1.983  C2 1.083
17 H 4.225 -0.290 0.591  C3 1.068
18 H 4.206 1.448 0.211  C3 1.036
19 H 2.255 2.429 0.505  C5 1.115
20 H 1.023 1.366 1.339  C5 1.124
21 H 0.774 2.041 -0.486  C5 1.212
22 H -2.396 -0.198 2.102  C6 1.158
23 H -1.134 0.929 1.551  C6 1.076
24 H -2.893 1.454 1.372  C6 1.203
25 H -4.098 -0.851 0.146  C7 1.161
26 H -3.593 -0.888 -1.752  C7 1.182
27 H -4.212 0.570 -0.778  C7 1.059
28 H -1.655 0.759 -0.773  C8 1.117

natural (NBO) atomic charge list, values in e, 5 entries: number 1, C, carries -0.01; number 2, C, carries -0.42; number 3, C, carries -0.39; number 4, C, carries -0.19; number 5, C, carries -0.66